The following is a quantum chemistry calculation of C20H30F12MnO15P2 as an isolated structure, from the Open Molecules 2025 dataset.

Atoms and positions in Å:
O  -0.1790  14.5072  1.9884
C  4.8582  12.7156  1.4509
C  -0.0592  20.8390  0.8996
C  -0.0124  13.3922  4.0149
F  1.3241  15.0831  -0.8010
H  -1.7501  14.4861  3.4050
C  2.7139  10.3610  2.7695
C  2.4611  18.6488  0.0712
H  4.1359  9.9555  0.7244
F  7.6461  17.3019  -0.4363
H  2.7727  21.5276  -0.7192
H  0.2723  12.3559  3.8326
H  0.6580  18.7166  6.3289
C  5.3467  15.5637  4.2462
O  5.4466  11.6296  0.9112
F  3.4992  14.9316  -0.4383
F  3.5299  12.8816  -1.6613
C  2.3150  18.4805  3.8346
H  2.2558  10.2928  3.7562
C  -1.0162  13.8223  2.9479
H  7.7856  14.1569  5.4561
P  6.5054  17.5506  0.6799
H  2.2225  19.1557  6.7953
P  2.4482  13.9838  -1.2257
H  0.4632  21.8481  5.8956
F  2.1027  13.2280  0.1279
C  1.6139  19.0194  5.9014
O  1.1043  14.2262  3.7142
H  4.7608  10.6654  3.4831
C  6.6552  15.9985  6.0008
H  -1.1782  12.9563  5.6822
F  6.8494  16.1925  1.4735
C  -0.3193  13.5939  5.4731
Mn  3.9477  16.0233  1.2693
O  1.7978  19.7407  3.7142
F  7.4537  18.3319  1.7298
H  5.5501  9.7111  1.6020
F  1.3119  13.1793  -2.1602
O  5.1145  13.8853  1.1850
C  2.3688  20.9449  0.1087
C  1.0161  20.3385  -0.0937
F  2.7607  14.9043  -2.5577
H  6.4779  13.8418  6.4297
C  6.2297  16.3070  7.4473
C  4.8217  10.4912  1.3808
H  2.7221  9.2989  2.5245
O  4.0342  12.3323  2.4230
H  0.4337  13.1501  6.1243
F  5.4577  16.7363  -0.2370
H  -1.0145  20.3488  0.7119
C  6.7798  14.5332  5.6430
O  2.0461  17.9470  5.0324
H  2.4084  21.5796  0.9940
H  6.1082  17.3846  7.5571
H  -0.1710  21.9232  0.9070
O  2.9235  17.5232  0.1982
C  0.3617  21.1613  5.0552
H  -1.5792  13.0218  2.4681
F  5.2523  17.6701  1.7509
H  -0.5426  20.6393  5.3679
H  0.8083  20.6442  -1.1191
C  4.1108  10.9313  2.6495
O  6.0161  14.4524  4.4599
H  0.1157  21.8217  4.2238
H  5.3056  15.8046  7.7334
O  5.5418  16.4547  5.2380
H  0.2346  20.5573  1.9107
O  4.5957  15.6999  3.3064
O  2.8119  17.8456  2.8875
C  1.6512  20.2631  5.0323
C  1.0461  14.7213  2.4869
O  3.1923  19.7797  0.1561
H  2.4412  20.9452  5.3466
F  6.0087  18.9052  -0.0135
H  7.0952  16.0040  8.0365
H  -0.4633  14.6354  5.7606
H  7.5080  16.5520  5.6078
O  1.1968  18.9698  -0.0017
H  1.8796  10.8638  2.2805
O  2.0304  15.1999  1.8544

The calculation puts the highest occupied orbital energy (spin up / spin down) at 0.248 / -8.520 eV. The value obtained for the relative energy (zero: lowest compared OMol25 entry of this formula, charge and spin) is 0.000 eV. As for the spin multiplicity: 7. Its net charge is -1. The largest force on an atom comes out at 5.144 eV/Å. As for the gap between HOMO and LUMO (spin up / spin down): 1.93 / 10.70 eV.

Listed below, in e, are the Löwdin charges computed for each atom: O 0.09; C -0.49; C -0.01; C -0.33; F -0.16; H 0.12; C -0.03; C -0.48; H 0.14; F -0.13; H 0.14; H 0.14; H 0.08; C -0.50; O 0.11; F -0.20; F -0.13; C -0.47; H 0.07; C -0.07; H 0.13; P 0.18; H 0.09; P 0.21; H 0.06; F -0.12; C -0.19; O 0.09; H 0.15; C -0.30; H 0.07; F -0.14; C -0.13; Mn 0.97; O 0.06; F -0.14; H 0.13; F -0.20; O 0.10; C -0.08; C -0.33; F -0.18; H 0.12; C -0.06; C -0.14; H 0.08; O 0.10; H 0.06; F -0.15; H 0.08; C -0.10; O 0.05; H 0.13; H 0.07; H 0.08; O 0.07; C -0.07; H 0.13; F -0.20; H 0.06; H 0.15; C -0.29; O 0.10; H 0.07; H 0.07; O 0.09; H 0.06; O 0.08; O 0.10; C -0.31; C -0.45; O 0.09; H 0.13; F -0.12; H 0.08; H 0.07; H 0.16; O 0.15; H 0.09; O 0.03

***

The following is a quantum chemistry calculation of an isolated molecule of C6H10OS2, from the Open Molecules 2025 dataset.

Atoms and positions in Å:
C  -0.1589  0.5399  -0.0330
H  -2.3873  1.5859  -1.1917
H  -1.1422  -0.5050  1.5555
C  1.9601  0.9307  0.9789
H  -1.9172  -2.1692  0.2130
H  -2.4775  -0.6085  -0.2834
S  2.4727  -0.3931  -0.1914
H  0.2201  -1.3002  0.8119
C  -0.6585  -0.6761  0.5901
H  1.0522  0.9440  -1.8546
H  -1.3214  -1.3688  -1.3322
C  0.6657  1.2195  0.9866
H  2.6069  1.4072  1.7409
H  0.6200  -0.7556  -1.9434
H  0.0856  1.9674  1.4882
C  1.0999  0.0075  -1.3343
C  -1.6698  -1.2945  -0.2886
O  2.1548  -1.5897  0.5732
S  -1.2052  2.0586  -0.4856

The calculation puts the highest occupied orbital energy at -8.823 eV. The value obtained for the relative energy (zero: lowest compared OMol25 entry of this formula, charge and spin) is 3.212 eV. The largest force on an atom comes out at 5.089 eV/Å. As for the gap between HOMO and LUMO: 9.22 eV.

Listed below, in e, are the natural (NBO) charges computed for each atom: C -0.04; H 0.15; H 0.21; C -0.43; H 0.22; H 0.20; S 1.28; H 0.28; C -0.51; H 0.25; H 0.19; C -0.22; H 0.24; H 0.24; H 0.24; C -0.65; C -0.59; O -0.97; S -0.08

***

The following is a quantum chemistry calculation of an isolated molecule of CH2N2P2, from the Open Molecules 2025 dataset.

Atoms and positions in Å:
H  2.5104  -1.0668  -1.0366
N  -2.6839  -0.9063  0.0262
P  2.2290  -0.0092  -0.1272
H  -0.4103  1.0500  1.4606
P  -0.5188  1.0627  0.0531
C  -1.8166  -0.1589  0.0567
N  0.6903  0.0286  -0.4328

The calculation puts the highest occupied orbital energy at -9.859 eV. The SMILES is [H]/P=N/PC#N. The value obtained for the relative energy (zero: lowest compared OMol25 entry of this formula, charge and spin) is 1.649 eV. The largest force on an atom comes out at 0.808 eV/Å. As for the gap between HOMO and LUMO: 8.59 eV.

Listed below, in e, are the natural (NBO) charges computed for each atom: H -0.09; N -0.29; P 0.85; H -0.04; P 0.82; C -0.07; N -1.18

***

The following is a quantum chemistry calculation of C2H2FIO3 as an isolated structure, from the Open Molecules 2025 dataset.

Atoms and positions in Å:
I  -2.1168  0.9317  0.0355
F  -0.5890  -1.8482  -0.9193
H  0.6129  1.5831  -1.4948
O  0.0932  -1.6572  1.1641
H  0.8307  0.2594  1.6661
O  0.5309  0.6251  -1.3682
C  0.0291  0.3213  -0.1799
C  -0.1204  -1.1464  0.1180
O  0.7294  0.9311  0.9784

The calculation puts the highest occupied orbital energy at -9.962 eV. The value obtained for the relative energy (zero: lowest compared OMol25 entry of this formula, charge and spin) is 0.278 eV. The largest force on an atom comes out at 3.751 eV/Å. As for the gap between HOMO and LUMO: 9.44 eV.

Listed below, in e, are the natural (NBO) charges computed for each atom: I 0.01; F -0.31; H 0.51; O -0.52; H 0.50; O -0.66; C 0.39; C 0.80; O -0.72

***

The following is a quantum chemistry calculation of an isolated ion of composition C2H6N3 and charge +1, from the Open Molecules 2025 dataset.

Atoms and positions in Å:
N  0.2126  1.2317  -0.1012
H  -1.7877  -0.8332  -1.0491
H  -2.6268  -0.6064  0.3390
C  -0.5371  0.1274  0.4806
C  0.7564  0.0950  -0.1196
H  1.8948  -1.5381  0.1523
H  2.8813  -0.2633  -0.3130
H  -0.8090  0.2858  1.5229
N  1.8491  -0.6100  -0.2885
H  0.2297  2.2897  -0.3047
N  -2.0634  -0.1785  -0.3186

The calculation puts the highest occupied orbital energy at -14.605 eV. The SMILES is N[C@@H]1NC1=[NH2+]. The value obtained for the relative energy (zero: lowest compared OMol25 entry of this formula, charge and spin) is 3.502 eV. Its net charge is +1. The largest force on an atom comes out at 6.586 eV/Å. As for the gap between HOMO and LUMO: 10.43 eV.

Listed below, in e, are the natural (NBO) charges computed for each atom: N -0.46; H 0.37; H 0.37; C 0.08; C 0.52; H 0.44; H 0.46; H 0.23; N -0.73; H 0.49; N -0.77

***

The following is a quantum chemistry calculation of C23H33GaNO4S5Si as an isolated structure, from the Open Molecules 2025 dataset.

Atoms and positions in Å:
O  -0.0098  -2.7555  3.0970
O  -0.8428  -1.3877  1.5368
H  2.4060  3.6666  -0.7501
H  -5.9136  -2.3101  2.5395
H  2.1388  -0.3283  0.9414
H  0.2962  4.3893  0.7554
C  -0.0142  -2.3096  1.9759
C  2.5793  0.6688  0.9798
H  2.1342  -4.0806  2.2044
H  0.1276  4.2252  -1.9261
H  -2.2100  0.8868  1.2964
H  -2.6353  2.4629  1.9416
H  3.7557  2.9575  0.1361
C  2.6880  -3.4827  -1.0712
C  -1.8416  2.2776  -2.2613
C  2.1414  1.5577  -0.1968
C  4.1070  -4.9601  0.4579
C  -2.8735  -5.1873  0.7174
H  -2.3769  1.3777  -1.9496
C  -2.1553  1.9587  1.0945
C  -0.0518  2.1400  2.3357
H  3.3702  -3.7666  -1.8606
H  2.7103  1.6517  -2.3169
H  -4.3936  -1.6873  3.2450
S  -2.0368  -4.3996  -0.5710
C  2.6629  2.9793  0.0574
H  -2.7537  2.1632  0.2091
H  -0.6590  2.5850  3.1317
H  -2.1334  2.4904  -3.2958
C  -0.7116  3.9717  0.7896
C  -2.7850  -2.8276  -0.4162
C  0.9846  -2.7870  0.9354
H  -5.7027  -0.5751  2.8097
C  1.6434  -2.6106  -1.2814
H  -0.0030  1.0656  2.5272
H  1.4386  -2.1714  -2.2516
H  -0.3485  1.3487  -4.2290
Si  0.2196  1.5025  -0.4341
S  -2.2940  -1.5462  -1.5100
S  -4.5311  -1.1947  0.8789
S  -2.6754  -6.7547  1.1467
O  4.2077  -5.3505  1.6294
C  -0.3180  2.0951  -2.2009
H  -0.4605  0.0694  -3.0299
C  2.8517  1.0148  -1.4445
H  2.2806  3.3967  0.9883
H  -1.2330  4.4405  1.6321
C  -5.1919  -1.4951  2.5307
H  -0.0577  3.7188  -3.6057
C  -3.6867  -2.7008  0.5709
C  0.0229  1.0250  -3.2502
H  -1.2304  4.2743  -0.1195
C  2.8949  -4.0147  0.1979
H  -2.1861  3.1098  -1.6495
C  0.3350  3.4160  -2.6282
Ga  -0.5429  -0.7720  -0.2294
C  2.0070  -3.6691  1.2132
S  -3.9743  -4.1242  1.5380
H  0.9510  2.5558  2.4233
H  1.4169  3.3291  -2.7275
H  3.9276  0.9612  -1.2484
H  1.0919  0.8468  -3.3488
C  -0.7044  2.4500  0.9808
H  2.3327  1.1022  1.9470
N  0.8183  -2.2599  -0.2897
H  3.6653  0.5349  0.9474
O  4.8098  -5.1629  -0.5474
H  2.5217  0.0047  -1.6983

The calculation puts the highest occupied orbital energy at -5.538 eV. The value obtained for the relative energy (zero: lowest compared OMol25 entry of this formula, charge and spin) is 0.178 eV. Its net charge is -1. The largest force on an atom comes out at 0.124 eV/Å. As for the gap between HOMO and LUMO: 7.53 eV.

Listed below, in e, are the natural (NBO) charges computed for each atom: O -0.59; O -0.87; H 0.20; H 0.22; H 0.21; H 0.21; C 0.76; C -0.60; H 0.28; H 0.21; H 0.23; H 0.20; H 0.20; C -0.22; C -0.61; C -0.52; C 0.73; C -0.57; H 0.22; C -0.61; C -0.61; H 0.26; H 0.20; H 0.24; S 0.49; C -0.61; H 0.21; H 0.20; H 0.20; C -0.61; C -0.41; C 0.09; H 0.23; C 0.04; H 0.23; H 0.20; H 0.20; Si 1.29; S -0.27; S 0.32; S -0.06; O -0.73; C -0.53; H 0.21; C -0.60; H 0.20; H 0.20; C -0.76; H 0.20; C -0.39; C -0.60; H 0.20; C -0.02; H 0.20; C -0.61; Ga 1.26; C -0.19; S 0.46; H 0.20; H 0.20; H 0.21; H 0.21; C -0.53; H 0.21; N -0.61; H 0.21; O -0.74; H 0.21

***

Please write out number 4 again, unchanged.
The following is a quantum chemistry calculation of C2H2FIO3 as an isolated structure, from the Open Molecules 2025 dataset.

Atoms and positions in Å:
I  -2.1168  0.9317  0.0355
F  -0.5890  -1.8482  -0.9193
H  0.6129  1.5831  -1.4948
O  0.0932  -1.6572  1.1641
H  0.8307  0.2594  1.6661
O  0.5309  0.6251  -1.3682
C  0.0291  0.3213  -0.1799
C  -0.1204  -1.1464  0.1180
O  0.7294  0.9311  0.9784

The calculation puts the highest occupied orbital energy at -9.962 eV. The value obtained for the relative energy (zero: lowest compared OMol25 entry of this formula, charge and spin) is 0.278 eV. The largest force on an atom comes out at 3.751 eV/Å. As for the gap between HOMO and LUMO: 9.44 eV.

Listed below, in e, are the natural (NBO) charges computed for each atom: I 0.01; F -0.31; H 0.51; O -0.52; H 0.50; O -0.66; C 0.39; C 0.80; O -0.72

***

> Among the records above, which one has the highest relative energy (zero: lowest compared OMol25 entry of this formula, charge and spin)?

C2H6N3

***

> The lowest largest force on an atom belongs to which entry?

C23H33GaNO4S5Si